Molecular formula: C24H78BFN2O19S
Method: DFT, the ωB97M-V functional and the def2-TZVPD basis

Cartesian coordinates (Å):
C1 8.42750 1.32756 0.15914
C2 7.23925 0.77366 -0.71896
F1 7.57841 -0.54226 -1.05972
C3 5.95409 0.87932 0.12941
C4 4.71118 0.10566 -0.45664
C5 4.81369 0.16300 -1.97668
N1 4.94341 0.32275 -3.07985
B1 3.28361 0.76877 -0.09966
O1 3.25036 2.04443 0.49122
O2 2.05979 0.17726 -0.37287
C6 4.87940 -1.41918 -0.02163
S1 3.73114 -1.93812 1.31165
C7 4.84046 -2.33348 -1.23327
N2 4.79670 -2.98324 -2.14293
H1 9.01832 2.00971 -0.47375
H2 9.07852 0.46861 0.41077
H3 8.06015 1.79972 1.08639
H4 7.14339 1.42367 -1.60708
H5 6.11207 0.46064 1.14842
H6 5.76052 1.95729 0.28159
H7 2.91493 2.62825 -0.21081
H8 1.92226 0.07029 -1.32974
H9 5.90419 -1.53153 0.37789
H10 3.88201 -3.28921 1.33240
C8 -0.62662 0.23812 1.78828
O3 -0.12240 1.56999 1.82803
H11 -1.70363 0.26536 1.94067
H12 -0.41069 -0.20706 0.81449
H13 -0.16523 -0.35355 2.58236
H14 0.83054 1.52147 1.69039
C9 11.69495 4.07750 -0.11692
O4 10.34734 4.02006 0.34809
H15 12.15829 3.10487 0.03772
H16 11.71091 4.31907 -1.18186
H17 12.24868 4.83516 0.44386
H18 9.95899 4.89254 0.20119
C10 -4.18790 0.89823 0.54063
O5 -3.98652 2.28822 0.77832
H19 -5.21707 0.74104 0.22105
H20 -3.50970 0.55782 -0.24511
H21 -4.00579 0.33736 1.46241
H22 -3.07130 2.40332 1.05945
C11 -7.78852 0.90215 1.85583
O6 -7.28433 2.23084 1.89725
H23 -8.86663 0.93020 2.00484
H24 -7.57071 0.45656 0.88558
H25 -7.32934 0.30905 2.65183
H26 -6.33004 2.17589 1.76356
C12 -11.04340 0.80215 -0.23080
O7 -10.84318 2.18913 0.00674
H27 -12.07260 0.65062 -0.55223
H28 -10.36442 0.45777 -1.01639
H29 -10.86393 0.23799 0.68711
H30 -9.92853 2.30511 0.28985
C13 -0.67678 -2.08698 -1.35355
O8 0.34243 -1.32616 -2.00207
H31 -1.54748 -1.45072 -1.20839
H32 -0.95464 -2.94144 -1.97182
H33 -0.31393 -2.43327 -0.38226
H34 1.10140 -1.90865 -2.12029
C14 -9.77593 -2.39036 1.37023
O9 -8.80067 -1.58145 0.71540
H35 -9.72096 -2.20593 2.43862
H36 -10.77650 -2.13190 1.00957
H37 -9.57287 -3.44678 1.17695
H38 -8.86725 -1.76250 -0.22817
C15 -1.76817 -1.46287 4.74394
O10 -2.71256 -1.79152 3.73261
H39 -0.77437 -1.73996 4.39952
H40 -1.79609 -0.38735 4.93781
H41 -1.99502 -2.01055 5.66248
H42 -3.58048 -1.53617 4.06131
C16 -5.25219 -2.21816 -1.78514
O11 -4.27575 -1.40607 -2.43629
H43 -5.20160 -2.03264 -0.71310
H44 -6.24786 -1.96069 -2.15052
H45 -5.04589 -3.26888 -1.97987
H46 -4.34123 -1.58694 -3.37895
C17 6.20640 3.86114 -3.09147
O12 4.99348 3.17299 -2.83046
H47 6.11171 4.87862 -2.71699
H48 7.04023 3.36818 -2.58245
H49 6.39788 3.89118 -4.16735
H50 5.08685 2.26871 -3.16807
C18 -7.95261 -5.28300 -1.75933
O13 -6.98066 -4.47861 -2.41650
H51 -7.89407 -5.09106 -0.68927
H52 -8.95507 -5.02843 -2.11599
H53 -7.75358 -6.34135 -1.94570
H54 -7.04818 -4.66266 -3.36274
C19 -2.25174 -4.74555 -3.52156
O14 -2.76797 -5.70885 -2.61051
H55 -1.17565 -4.88513 -3.60500
H56 -2.71113 -4.88096 -4.50495
H57 -2.45881 -3.73910 -3.14979
H58 -3.71904 -5.56816 -2.55058
C20 7.23411 3.46539 3.77679
O15 8.13739 2.82949 2.87908
H59 6.49373 2.73492 4.09679
H60 7.77441 3.83665 4.65097
H61 6.72750 4.29488 3.27596
H62 8.78442 3.48896 2.60737
C21 -6.86411 -3.74854 -6.40406
O16 -7.39694 -4.73542 -5.52268
H63 -5.78510 -3.87686 -6.45301
H64 -7.28683 -3.87266 -7.40302
H65 -7.09125 -2.74798 -6.02841
H66 -8.35123 -4.60718 -5.49308
C22 -10.50360 -4.55493 4.54238
O17 -9.38985 -3.73319 4.20867
H67 -11.10115 -4.70644 3.64551
H68 -10.15839 -5.52358 4.91211
H69 -11.11631 -4.06647 5.30413
H70 -8.87389 -3.60997 5.01198
C23 8.29445 6.86111 -1.82232
O18 9.29505 6.71210 -0.81819
H71 8.18249 5.91160 -2.33911
H72 7.34178 7.13682 -1.36441
H73 8.59579 7.62792 -2.53910
H74 9.38268 7.56029 -0.37120
C24 12.69821 3.38874 3.34788
O19 11.30832 3.59359 3.55739
H75 13.14847 3.06854 4.28516
H76 12.84449 2.61310 2.59143
H77 13.16284 4.32393 3.02277
H78 10.93639 3.87464 2.71145

The molecular weight is 760.76 g/mol. The HOMO energy is -9.75 eV. The LUMO energy is 0.218 eV. For the maximum force, the calculation gives 0.1074 Eh/bohr. As for the HOMO-LUMO gap: 9.972 eV. As for the energy: -3022.91994 Eh. Its charge is 0.

Atomic partial charges in e from the Mulliken method, atoms 1 to 99:
1. C -1.117
2. C 1.235
3. F -0.428
4. C -2.006
5. C 1.862
6. C -0.608
7. N -0.708
8. B 0.483
9. O -0.563
10. O -0.228
11. C 0.224
12. S -0.281
13. C 0.013
14. N -0.478
15. H 0.245
16. H 0.331
17. H 0.229
18. H -0.065
19. H 0.298
20. H 0.498
21. H 0.309
22. H 0.224
23. H 0.452
24. H 0.226
25. C 0.176
26. O -0.570
27. H -0.033
28. H 0.086
29. H 0.059
30. H 0.272
31. C -0.728
32. O -0.347
33. H 0.270
34. H 0.287
35. H 0.294
36. H 0.256
37. C -0.567
38. O -0.581
39. H 0.209
40. H 0.353
41. H 0.261
42. H 0.318
43. C -0.648
44. O -0.547
45. H 0.287
46. H 0.267
47. H 0.328
48. H 0.283
49. C -0.365
50. O -0.537
51. H 0.326
52. H 0.185
53. H 0.094
54. H 0.305
55. C -0.013
56. O -0.534
57. H 0.074
58. H -0.167
59. H 0.308
60. H 0.284
61. C -0.629
62. O -0.336
63. H 0.170
64. H 0.337
65. H 0.233
66. H 0.222
67. C -0.599
68. O -0.471
69. H 0.189
70. H 0.292
71. H 0.310
72. H 0.280
73. C -0.356
74. O -0.488
75. H 0.227
76. H 0.259
77. H 0.103
78. H 0.252
79. C -0.332
80. O -0.504
81. H 0.109
82. H 0.152
83. H 0.284
84. H 0.301
85. C -0.650
86. O -0.360
87. H 0.191
88. H 0.268
89. H 0.307
90. H 0.273
91. C -0.322
92. O -0.518
93. H 0.265
94. H 0.280
95. H -0.019
96. H 0.301
97. C -0.714
98. O -0.397
99. H 0.239